Record 1
12
Properties=species:S:1:pos:R:3:lowdin_charge:R:1 method="wB97M-V/def2-TZVPD" e_lumo_ha=0.03236 smiles="C=C.CS" de_lowest_ev=2.118
C -2.247 -0.788 0.287 -0.54
S -0.807 -1.726 -0.248 0.59
H -2.145 -0.690 1.401 0.03
H -3.141 -1.464 0.104 0.04
H -2.419 0.218 -0.116 0.03
H -1.075 -1.486 -1.602 -0.11
C 2.043 0.431 -0.408 -0.13
C 1.820 1.385 0.620 -0.10
H 1.279 0.123 -1.207 0.02
H 3.119 0.163 -0.725 0.06
H 0.871 2.076 0.684 0.07
H 2.701 1.758 1.209 0.04

=====

Record 2
12
Properties=species:S:1:pos:R:3:lowdin_charge:R:1 method="wB97M-V/def2-TZVPD" e_lumo_ha=-0.03756 de_lowest_ev=2.786
C -1.522 0.110 -0.237 -0.12
C -0.188 -0.396 0.306 -0.40
C 1.050 0.065 -0.413 -0.70
S 2.534 -0.672 0.404 0.58
H -2.396 -0.335 0.133 0.04
H -1.549 -0.201 -1.305 0.08
H -1.634 1.221 -0.223 0.09
H -0.193 -0.146 1.370 0.08
H -0.241 -1.491 0.300 0.10
H 1.244 1.147 -0.329 0.04
H 0.963 -0.168 -1.478 0.07
H 1.932 0.866 1.471 0.15

=====

Record 3
12
Properties=species:S:1:pos:R:3:lowdin_charge:R:1 method="wB97M-V/def2-TZVPD" e_lumo_ha=-0.02249 de_lowest_ev=2.598
C 1.262 0.825 -1.097 -0.18
C 1.228 0.346 0.352 -0.35
C 0.148 -0.667 0.827 -0.69
S -1.424 -0.298 0.052 0.62
H 1.236 -0.076 -1.728 0.04
H 0.279 1.278 -1.410 0.05
H 2.160 1.430 -1.241 0.07
H 0.796 1.226 0.897 0.10
H 2.257 0.121 0.667 0.10
H 0.376 -1.734 0.759 0.05
H 0.080 -0.566 1.931 0.07
H -0.616 -1.130 -1.489 0.13

=====

Record 4
13
Properties=species:S:1:pos:R:3:lowdin_charge:R:1 method="wB97M-V/def2-TZVPD" e_lumo_ha=0.02629 de_lowest_ev=2.108
C -0.278 0.597 -0.248 -0.27
C 1.656 -0.574 0.746 -0.45
C 0.125 -0.804 -0.404 -0.70
S 2.736 0.436 -0.335 0.71
S -1.043 -1.937 0.346 0.73
H -0.956 0.984 -1.007 0.08
H -0.745 0.809 0.734 0.08
H 0.645 1.211 -0.240 0.00
H 1.155 -0.155 1.618 0.05
H 2.143 -1.515 0.967 0.03
H 0.612 -1.104 -1.314 0.06
H 2.779 -0.407 -1.297 -0.18
H -0.800 -2.857 -0.615 -0.13

=====

Record 5
13
Properties=species:S:1:pos:R:3:lowdin_charge:R:1 method="wB97M-V/def2-TZVPD" e_lumo_ha=0.01636 de_lowest_ev=6.040
C -0.103 -1.496 0.559 -0.18
C -0.290 0.144 0.272 -0.91
C 0.566 0.253 -0.943 -0.63
H -0.144 -1.834 2.078 0.18
H 1.006 -1.629 0.286 0.04
H -1.055 -2.004 -0.110 0.10
H 0.235 0.721 1.164 0.09
H -2.431 1.948 0.399 -0.03
H -0.145 -0.129 -1.799 0.09
H 1.554 -0.328 -1.561 0.16
H 1.926 1.778 0.326 -0.05
S -2.156 0.432 0.165 0.60
S 1.037 2.146 -0.836 0.55

=====

Record 6
13
Properties=species:S:1:pos:R:3:lowdin_charge:R:1 method="wB97M-V/def2-TZVPD" e_lumo_ha=0.02752 smiles=CCSSC de_lowest_ev=1.016
C -1.316 1.754 -0.466 -0.19
C -0.511 0.952 -1.473 -0.59
S 0.980 0.256 -0.639 0.42
S 0.300 -1.550 0.208 0.37
C 1.407 -2.095 1.672 -0.38
H -0.928 2.728 -0.232 0.06
H -2.355 1.888 -0.782 0.07
H -1.201 1.204 0.467 0.04
H -0.049 1.563 -2.261 0.06
H -1.070 0.131 -1.923 0.06
H 1.674 -3.112 1.376 0.01
H 0.764 -2.215 2.551 0.03
H 2.305 -1.504 1.502 0.02

=====

Kohn-Sham gap across the listed records, respectively: 9.76, 8.10, 8.47, 9.11, 9.57, 8.54 eV.